Entry 1:
This record from OMol25 describes a 8-piece molecular cluster, C36H96N12O16P4 overall in a non-equilibrium geometry. The level of theory is wB97M-V/def2-TZVPD.

Calculated values
Largest force on an atom ... 2.32 eV Å⁻¹
2S+1 ... 1
SMILES string ... CN(C)P(=O)(N(C)C)N(C)C.CN(C)P(=O)(N(C)C)N(C)C.CN(C)P(=O)(N(C)C)N(C)C.CN(C)P(=O)(N(C)C)N(C)C.COC(=O)OC.COC(=O)OC.COC(=O)OC.COC(=O)OC
LUMO energy ... 0.5 eV
HOMO-LUMO gap ... 8.7 eV

Cartesian coordinates (Å):
C 12.2958 1.2587 -6.5314
N 11.0132 1.8142 -6.8939
C 10.0862 1.8933 -5.7789
P 10.4855 2.2297 -8.4216
O 9.6010 3.4097 -8.4563
N 11.9511 2.4180 -9.2381
C 12.7944 3.5020 -8.7524
C 12.0648 2.0238 -10.6412
N 9.8111 0.7501 -8.9237
C 8.4996 0.6947 -9.5529
C 10.6335 -0.4348 -9.0444
H 12.8851 1.8947 -5.8641
H 12.8843 1.0077 -7.4171
H 12.1940 0.2784 -6.0459
H 10.1386 2.8614 -5.2785
H 10.2573 1.1257 -5.0223
H 9.0925 1.6760 -6.1866
H 12.5307 3.6759 -7.7128
H 13.8421 3.2533 -8.9280
H 12.6318 4.4418 -9.2957
H 12.9091 1.3570 -10.8226
H 11.1499 1.5956 -11.0502
H 12.1323 2.9966 -11.1505
H 8.6319 0.7617 -10.6401
H 7.9687 -0.2108 -9.2602
H 7.8573 1.5350 -9.2920
H 10.5120 -1.1245 -8.2058
H 11.6761 -0.1913 -9.2471
H 10.3116 -0.9841 -9.9378
C 15.6389 3.3938 -4.4437
N 14.9586 3.6950 -3.2075
C 15.4476 2.9692 -2.0604
P 13.4071 4.3605 -3.2433
O 12.3053 3.4802 -3.6764
N 13.1510 5.0463 -1.7193
C 11.8754 4.8168 -1.0128
C 14.2091 5.6381 -0.8949
N 13.6589 5.6768 -4.2550
C 14.7103 6.6368 -4.0492
C 12.6076 6.1632 -5.1502
H 15.9041 2.3337 -4.5440
H 16.6473 3.8382 -4.4746
H 15.0905 3.7523 -5.3111
H 16.3111 3.3969 -1.5465
H 15.6368 1.9123 -2.2736
H 14.6650 2.8806 -1.2982
H 12.0301 3.9646 -0.3411
H 11.6372 5.7064 -0.4379
H 11.1331 4.5402 -1.7555
H 14.6983 4.8524 -0.3048
H 14.9809 6.1041 -1.4971
H 13.6946 6.2992 -0.1986
H 14.9684 7.1657 -4.9766
H 14.4173 7.4776 -3.4087
H 15.6467 6.1549 -3.7735
H 11.9474 6.9073 -4.6870
H 11.8415 5.4193 -5.3737
H 13.0974 6.4987 -6.0594
C 5.7065 4.8094 -4.5998
N 4.6002 4.2138 -3.8621
C 3.3113 4.8140 -4.1302
P 4.6346 2.9600 -2.7697
O 3.4392 2.0777 -2.8401
N 6.0854 2.2002 -3.1375
C 6.2514 1.6200 -4.4572
C 6.7704 1.4500 -2.0887
N 4.8290 3.6445 -1.2585
C 3.9677 3.1562 -0.1855
C 6.0582 4.2924 -0.8189
H 5.6977 4.4963 -5.6539
H 6.7017 4.5371 -4.2644
H 5.5082 5.8786 -4.5350
H 2.5691 4.6131 -3.3520
H 2.8919 4.5084 -5.0886
H 3.3704 5.9011 -3.9930
H 5.5536 2.1089 -5.1397
H 7.2516 1.8950 -4.8081
H 6.0691 0.5422 -4.4835
H 6.6696 1.7764 -1.0613
H 6.3278 0.4402 -2.1118
H 7.8104 1.2778 -2.3741
H 4.0209 2.0767 -0.0292
H 4.2850 3.6480 0.7380
H 2.9290 3.4617 -0.3109
H 6.5081 3.6170 -0.0843
H 5.8882 5.2554 -0.3280
H 6.7277 4.4978 -1.6526
C 4.0966 10.2846 -8.1018
N 3.9054 8.9302 -8.5950
C 5.1766 8.1815 -8.7075
P 2.7211 8.5193 -9.7015
O 3.0849 8.7883 -11.1058
N 2.3826 6.9196 -9.3444
C 2.3739 5.9045 -10.3996
C 2.3306 6.3841 -7.9989
N 1.3787 9.3766 -9.1463
C 0.7089 10.3215 -10.0346
C 0.8653 9.2783 -7.8058
H 4.5627 10.2383 -7.1138
H 3.0939 10.6728 -7.9048
H 4.6197 10.9824 -8.7599
H 5.9124 8.7562 -9.2708
H 4.9539 7.2957 -9.3041
H 5.5077 7.9049 -7.7099
H 1.8444 5.0051 -10.1079
H 1.9113 6.3817 -11.2732
H 3.3987 5.7381 -10.7605
H 1.3223 6.0695 -7.7101
H 2.9754 5.5030 -7.8817
H 2.7413 7.1038 -7.2894
H 0.4373 11.2574 -9.5427
H 1.3889 10.6992 -10.8043
H -0.0852 9.7836 -10.5535
H 0.0738 8.5373 -7.6488
H 0.4980 10.2607 -7.5063
H 1.6512 9.0477 -7.0822
C 9.1250 5.3060 -5.6263
O 9.3790 6.6731 -5.8996
C 8.3322 7.4594 -6.0963
O 7.1673 7.1565 -6.0640
O 8.7894 8.6241 -6.4800
C 7.8166 9.6007 -6.8581
H 9.6367 4.6844 -6.3661
H 8.0930 4.9862 -5.6472
H 9.6136 4.9536 -4.7146
H 7.5161 9.3951 -7.8852
H 8.2284 10.6025 -6.8141
H 6.9186 9.4460 -6.2624
C 11.7532 8.6988 -1.6595
O 10.5790 9.3443 -2.0769
C 9.5257 8.6159 -2.4092
O 9.3862 7.4188 -2.3463
O 8.6280 9.4845 -2.8702
C 7.3265 9.0950 -3.2212
H 11.5078 7.7757 -1.1344
H 12.3545 9.2709 -0.9551
H 12.4553 8.3950 -2.4405
H 7.3877 8.4684 -4.1174
H 6.6531 9.9107 -3.4645
H 6.8532 8.4476 -2.4783
C 11.9085 9.6260 -9.6655
O 11.7945 9.1935 -8.3408
C 11.5087 10.0502 -7.3857
O 11.3042 11.2149 -7.5914
O 11.4481 9.4036 -6.2551
C 11.2270 10.1364 -5.0535
H 12.6155 10.4549 -9.7689
H 10.9582 10.0359 -10.0172
H 12.2355 8.8804 -10.3838
H 11.8771 11.0057 -5.0473
H 11.3258 9.4186 -4.2525
H 10.1932 10.4707 -4.9360
C 4.4265 8.8951 -4.7167
O 4.3266 10.2965 -4.8845
C 3.1176 10.8692 -4.8459
O 2.0856 10.3186 -4.6330
O 3.3408 12.1653 -4.9424
C 2.2112 13.0099 -4.9317
H 5.3917 8.5833 -5.1162
H 3.6394 8.2915 -5.1649
H 4.4822 8.6824 -3.6426
H 1.6176 12.9143 -5.8361
H 2.5062 14.0587 -4.9285
H 1.5988 12.8729 -4.0429

Entry 2:
This record from OMol25 describes a 12-piece molecular cluster, C36H96O12 overall in a non-equilibrium geometry. The level of theory is wB97M-V/def2-TZVPD.

Calculated values
Largest force on an atom ... 3.42 eV Å⁻¹
2S+1 ... 1
SMILES string ... CC(C)O.CC(C)O.CC(C)O.CC(C)O.CC(C)O.CC(C)O.CC(C)O.CC(C)O.CC(C)O.CC(C)O.CC(C)O.CC(C)O
LUMO energy ... 0.3 eV
HOMO-LUMO gap ... 10.2 eV

Cartesian coordinates (Å):
C -3.4258 6.2094 4.5490
C -4.8961 6.0009 4.7417
C -5.3421 5.7543 6.1447
O -5.5717 7.1640 4.3106
H -2.9912 6.4203 3.5718
H -2.9006 5.4330 5.1054
H -3.1480 7.0381 5.2003
H -5.1472 5.0677 4.2375
H -5.0932 6.6736 6.6748
H -4.7933 4.9261 6.5932
H -6.4033 5.5295 6.2509
H -5.5008 7.1371 3.3536
C -7.2487 -3.4762 4.5994
C -6.7718 -4.7527 3.8212
C -5.2389 -5.0205 3.8028
O -7.3367 -5.8894 4.5019
H -8.3307 -3.3502 4.5602
H -6.7926 -2.5937 4.1508
H -7.0484 -3.5913 5.6646
H -7.1003 -4.5997 2.7932
H -4.7060 -4.1068 3.5397
H -4.9196 -5.7122 3.0233
H -4.8860 -5.5260 4.7017
H -7.0841 -6.7176 4.0874
C -1.9231 1.2635 -7.7174
C -1.1998 0.0134 -8.2566
C 0.0039 0.3380 -9.1711
O -0.8582 -0.8168 -7.1737
H -2.6674 0.9251 -6.9966
H -2.3758 1.7282 -8.5932
H -1.3295 1.9269 -7.0883
H -1.8474 -0.5531 -8.9257
H 0.1701 -0.3468 -10.0027
H 0.9683 0.1786 -8.6888
H -0.0118 1.3713 -9.5175
H -1.1353 -1.7039 -7.4142
C 0.1057 0.3628 1.3654
C 0.1245 0.1848 -0.1104
C 1.5466 0.0646 -0.5347
O -0.4575 -1.0565 -0.4309
H -0.9093 0.7127 1.5538
H 0.7282 1.2050 1.6676
H 0.2787 -0.5568 1.9245
H -0.3386 1.0257 -0.6265
H 1.9804 -0.8559 -0.1440
H 1.9822 0.8957 0.0200
H 1.6951 0.0712 -1.6145
H -0.5509 -1.0658 -1.3863
C -5.4725 -5.6953 -5.2990
C -5.1770 -6.5189 -6.4665
C -6.4021 -6.9437 -7.2106
O -4.3376 -5.7418 -7.3092
H -6.1354 -6.2343 -4.6221
H -5.8537 -4.6778 -5.3852
H -4.5028 -5.6715 -4.8019
H -4.6434 -7.3705 -6.0443
H -6.7914 -7.8880 -6.8298
H -6.1128 -7.1099 -8.2483
H -7.0620 -6.0763 -7.2211
H -4.2529 -6.1704 -8.1641
C 5.4915 -8.6396 -0.8176
C 6.3563 -7.8166 -1.6779
C 5.7920 -6.3705 -1.9800
O 7.6224 -7.6676 -1.1691
H 4.4998 -8.5072 -1.2503
H 5.3531 -8.4414 0.2453
H 5.8383 -9.6682 -0.9166
H 6.4564 -8.3696 -2.6119
H 6.1610 -5.6123 -1.2893
H 4.7180 -6.2058 -1.8926
H 6.0215 -5.9415 -2.9554
H 7.5362 -7.1139 -0.3897
C 0.3737 -3.8342 9.0807
C -0.1673 -3.7815 10.4847
C -0.6110 -5.0556 11.1347
O 0.7065 -3.0847 11.3672
H 0.0498 -2.8921 8.6385
H -0.1727 -4.5068 8.4195
H 1.4402 -4.0351 8.9794
H -1.1544 -3.3356 10.3626
H 0.1813 -5.7879 11.2896
H -1.4228 -5.5518 10.6026
H -1.1502 -4.7014 12.0132
H 1.6036 -3.3814 11.1978
C 6.3480 6.4958 1.2673
C 6.7687 6.5762 2.7580
C 5.5046 6.1700 3.5656
O 7.8600 5.6849 3.0173
H 6.2032 5.4671 0.9372
H 7.1878 6.9630 0.7531
H 5.4241 7.0721 1.2187
H 7.1769 7.5504 3.0275
H 5.7719 6.2613 4.6183
H 5.1494 5.1512 3.4108
H 4.6885 6.8544 3.3340
H 8.4496 5.7258 2.2608
C -8.0687 0.9183 -1.0405
C -8.9211 1.4023 -2.2665
C -10.1255 0.4525 -2.6160
O -9.3201 2.7392 -1.9710
H -7.1287 1.4700 -1.0516
H -7.7937 -0.1328 -1.1283
H -8.5488 0.9495 -0.0624
H -8.2917 1.4210 -3.1562
H -9.7955 -0.3247 -3.3053
H -10.9754 0.9855 -3.0423
H -10.5713 -0.0246 -1.7432
H -9.6255 2.7225 -1.0610
C 8.3332 0.8910 -3.5100
C 7.9730 1.3848 -4.9872
C 7.5479 2.8372 -4.7829
O 9.1979 1.3271 -5.6820
H 7.3902 0.8320 -2.9665
H 8.9747 1.5579 -2.9338
H 8.7459 -0.1158 -3.4466
H 7.1503 0.8291 -5.4371
H 8.2134 3.3892 -4.1192
H 6.5011 2.8911 -4.4837
H 7.6429 3.5069 -5.6376
H 9.4741 0.4161 -5.8061
C -3.5493 9.1555 -2.0331
C -4.8250 8.3481 -2.5375
C -4.3372 7.2518 -3.4637
O -5.6112 7.7412 -1.5658
H -2.8536 8.4758 -1.5411
H -3.8862 9.8411 -1.2556
H -3.2160 9.7933 -2.8518
H -5.4020 9.0870 -3.0936
H -5.1678 6.7166 -3.9238
H -3.6114 6.5868 -2.9957
H -3.8315 7.6096 -4.3606
H -5.8062 6.8188 -1.7467
C 11.2565 -0.3048 2.9397
C 10.1871 -1.4567 3.2286
C 8.6803 -1.0367 3.2231
O 10.3345 -2.6082 2.4101
H 12.2427 -0.5049 3.3586
H 10.9562 0.6230 3.4267
H 11.3603 -0.1683 1.8633
H 10.3969 -1.8897 4.2066
H 7.8909 -1.7232 3.5291
H 8.5302 -0.9439 2.1475
H 8.4446 -0.0716 3.6716
H 11.2240 -2.5673 2.0515

Entry 3:
This record from OMol25 describes a 11-piece molecular cluster, C36H98N4O11 overall in a non-equilibrium geometry. The level of theory is wB97M-V/def2-TZVPD.

Calculated values
Largest force on an atom ... 3.59 eV Å⁻¹
2S+1 ... 1
SMILES string ... COC[C@H](C)N.COC[C@H](C)N.COC[C@H](C)N.COC[C@H](C)N.CC(C)O.CC(C)O.CC(C)O.CC(C)O.CC(C)O.CC(C)O.CCO
LUMO energy ... 0.6 eV
HOMO-LUMO gap ... 9.4 eV

Cartesian coordinates (Å):
C 7.2103 9.7644 15.7918
O 7.7962 10.3635 16.9159
C 8.2278 9.4289 17.8952
C 8.7126 10.1580 19.1541
C 9.8772 11.1023 18.9052
N 9.0466 9.2279 20.1953
H 6.4022 9.1390 16.1712
H 7.8620 9.1538 15.1669
H 6.7468 10.4904 15.1237
H 7.4297 8.7352 18.1597
H 9.0688 8.8638 17.4933
H 7.8790 10.7261 19.5668
H 9.5415 11.8733 18.2117
H 10.6994 10.5179 18.4923
H 10.2364 11.5260 19.8430
H 8.2444 8.6183 20.2653
H 9.8503 8.7202 19.8543
C 8.5401 7.6299 11.1168
O 9.6967 7.8754 11.9076
C 10.1889 9.1887 11.7472
C 11.5889 9.3152 12.3278
C 11.7173 8.7367 13.7226
N 12.0795 10.6599 12.2536
H 8.6273 8.1040 10.1392
H 7.6607 8.0118 11.6352
H 8.4065 6.5571 10.9780
H 10.1504 9.5476 10.7187
H 9.4749 9.9001 12.1622
H 12.1524 8.7308 11.6004
H 11.1301 7.8265 13.8446
H 11.2757 9.4240 14.4442
H 12.7781 8.6069 13.9365
H 11.4590 11.2732 12.7625
H 12.0710 10.9692 11.2922
C 9.9230 12.3932 15.0167
O 10.8825 12.7490 14.0244
C 11.3393 14.1341 14.0241
C 11.9991 14.5498 12.6833
C 10.9787 14.7527 11.5760
N 13.0098 13.5704 12.2666
H 8.9189 12.8120 14.9500
H 10.3338 12.4596 16.0242
H 9.7758 11.3290 14.8325
H 10.4089 14.7013 14.0488
H 11.8812 14.2750 14.9593
H 12.5114 15.5003 12.8316
H 10.5929 13.8291 11.1443
H 11.4926 15.2154 10.7334
H 10.1114 15.3868 11.7596
H 12.6209 12.7068 12.6174
H 12.7288 13.4754 11.3011
C 13.1251 17.2060 15.7961
O 12.3854 16.8443 16.9458
C 13.1080 16.5506 18.1705
C 13.8524 17.8065 18.6980
C 14.5743 17.6239 20.0362
N 12.9657 18.8943 18.8000
H 12.4205 17.2230 14.9646
H 13.9128 16.5169 15.4917
H 13.6272 18.1664 15.9127
H 12.4801 16.1683 18.9753
H 13.8103 15.7690 17.8808
H 14.5865 18.0462 17.9288
H 14.9946 18.5664 20.3871
H 15.4737 17.0119 19.9677
H 13.8606 17.3180 20.8011
H 12.3428 18.8621 18.0056
H 12.3386 18.6705 19.5593
C 7.4498 18.6501 13.4725
C 8.4246 17.6935 12.9637
C 9.9185 18.1757 13.1838
O 8.3035 16.4396 13.6966
H 7.4611 18.6032 14.5614
H 6.4764 18.2878 13.1416
H 7.4825 19.6712 13.0926
H 8.2553 17.5282 11.8997
H 10.0801 18.5463 14.1960
H 10.0423 19.0786 12.5859
H 10.6036 17.3466 13.0065
H 8.6423 16.5610 14.5865
C 9.1962 14.8064 17.7005
C 8.7437 16.1817 17.3377
C 8.8819 17.1966 18.5028
O 9.6535 16.6313 16.3456
H 10.2246 14.6688 18.0346
H 9.0759 14.1117 16.8692
H 8.5537 14.3900 18.4764
H 7.6878 16.1844 17.0673
H 8.2958 16.7800 19.3220
H 8.5792 18.1978 18.1960
H 9.9116 17.2296 18.8588
H 10.5497 16.5565 16.6815
C 6.9367 13.8574 10.4090
C 7.6529 12.5761 10.9639
C 7.0127 12.1119 12.3320
O 7.4807 11.5723 9.9834
H 6.9140 13.8257 9.3197
H 7.4951 14.7461 10.7032
H 5.8889 13.9037 10.7059
H 8.7185 12.6642 11.1755
H 7.5575 11.2148 12.6262
H 5.9501 11.9085 12.1992
H 7.2365 12.9254 13.0220
H 6.5517 11.3616 9.8646
C 13.5464 13.3225 8.1871
C 13.3277 11.9005 8.7416
C 14.4856 11.4176 9.5771
O 12.1758 11.8118 9.5638
H 14.0527 14.0026 8.8722
H 12.6247 13.8883 8.0518
H 14.0823 13.2469 7.2409
H 13.2168 11.1790 7.9321
H 14.1643 10.5107 10.0894
H 14.8666 12.1035 10.3337
H 15.2983 11.1255 8.9121
H 11.4371 12.0398 8.9947
C 16.9140 14.2108 12.3573
C 16.0816 15.4854 12.6216
C 15.5796 16.1280 11.3505
O 14.9562 15.2350 13.3581
H 16.2640 13.4039 12.0192
H 17.3932 13.9316 13.2957
H 17.6667 14.4782 11.6157
H 16.5949 16.2723 13.1743
H 14.8622 16.9169 11.5763
H 15.1019 15.4187 10.6747
H 16.3686 16.6044 10.7687
H 14.3517 14.6757 12.8648
C 14.3904 17.3234 8.3490
C 13.0300 16.8924 8.7637
C 12.2311 18.0514 9.4351
O 12.3906 16.5677 7.5152
H 14.3204 18.0238 7.5167
H 15.0915 16.5363 8.0713
H 14.8740 17.8181 9.1913
H 13.0753 16.0029 9.3920
H 11.9496 18.7716 8.6669
H 12.7111 18.4223 10.3408
H 11.2432 17.7532 9.7860
H 12.4138 17.3312 6.9337
C 14.3722 11.9092 15.4083
C 13.7459 12.7340 16.5095
O 14.7545 12.7880 17.5322
H 13.7029 11.6910 14.5761
H 14.7365 10.9188 15.6815
H 15.1720 12.4985 14.9600
H 12.8283 12.3136 16.9212
H 13.5193 13.7309 16.1316
H 15.2869 13.5658 17.3505

- The highest largest force on an atom belongs to which entry?
  C36H98N4O11

- Which of these has the lowest LUMO energy?
  C36H96O12

- Which of these has the highest HOMO-LUMO gap?
  C36H96O12